[1]
The following is a DFT calculation (the ωB97M-V functional and the def2-TZVPD basis) of a molecular structure, C5H8O.

The calculated total energy comes out at -270.29896 Eh. Its largest force on an atom is 0.42 eV/A. The value obtained for the energy relative to the best compared isomer or geometry (same formula, charge and spin) is 162.5 kcal per mole.

```
! RIJCOSX wB97M-V def2-TZVPD def2/J DEFGRID3
* xyz 0 1
C 1.67 -0.04 -0.12
C 0.38 0.33 0.50
C -0.84 1.14 0.15
C -1.55 -0.19 -0.10
O -0.42 -0.82 -0.70
C 1.00 -1.44 -0.01
H 1.84 0.41 -1.10
H 2.53 0.06 0.55
H 0.32 -0.03 1.52
H -0.74 1.71 -0.78
H -1.21 1.78 0.97
H -2.38 -0.19 -0.82
H -1.87 -0.68 0.83
H 1.28 -2.03 -0.89
*
```

---

[2]
The following is a DFT calculation (the ωB97M-V functional and the def2-TZVPD basis) of 2 unconnected molecules or ions with the total composition C5H8O in a non-equilibrium geometry.

The calculated total energy comes out at -270.51448 Eh. Its largest force on an atom is 1.44 eV/A. The value obtained for the energy relative to the best compared isomer or geometry (same formula, charge and spin) is 27.2 kcal per mole.

```
! RIJCOSX wB97M-V def2-TZVPD def2/J DEFGRID3
* xyz 0 1
C 1.76 -0.51 -0.02
C 0.64 0.22 -0.79
C -0.71 -0.43 -0.67
C -1.86 0.22 -0.48
C -0.41 1.03 2.29
O -1.02 0.38 2.99
H 2.19 0.12 0.76
H 1.38 -1.42 0.47
H 2.57 -0.82 -0.69
H 0.56 1.26 -0.46
H 0.90 0.26 -1.86
H -0.73 -1.52 -0.78
H -1.88 1.31 -0.37
H -2.81 -0.30 -0.43
*
```

---

[3]
The following is a DFT calculation (the ωB97M-V functional and the def2-TZVPD basis) of a single C5H8O molecule.

The calculated total energy comes out at -270.39326 Eh. Its largest force on an atom is 0.67 eV/A. The value obtained for the energy relative to the best compared isomer or geometry (same formula, charge and spin) is 103.3 kcal per mole.

```
! RIJCOSX wB97M-V def2-TZVPD def2/J DEFGRID3
* xyz 0 1
C -0.60 1.19 -0.79
C -0.73 -0.23 -0.32
C 0.39 -1.23 -0.54
O 1.62 -0.59 -0.10
C 1.73 -0.26 1.16
C -0.50 0.88 0.68
H 0.34 1.45 -1.27
H -1.47 1.71 -1.16
H -1.72 -0.67 -0.34
H 0.54 -1.50 -1.58
H 0.23 -2.13 0.06
H 0.51 1.06 1.09
H 0.94 -0.81 1.74
H -1.29 1.13 1.38
*
```